# 1
ORCA calculation (ωB97M-V/def2-TZVPD) on a 12-piece molecular cluster, C42H64N3O20 overall.

XYZ file:
```
129
Properties=species:S:1:pos:R:3
C -0.298 1.346 1.131
C -0.199 0.067 0.210
O 0.782 -0.008 -0.500
N -1.167 -1.038 0.355
H -0.925 -1.383 1.257
H -2.237 -0.801 0.506
C -1.077 -2.152 -0.470
H 0.560 1.344 1.624
H -1.069 1.141 1.899
H -0.474 2.219 0.681
H 0.003 -2.557 -0.717
H -1.564 -1.898 -1.341
H -1.695 -2.876 0.046
N 0.604 -2.495 3.066
O 1.477 -1.775 2.473
O -0.511 -2.229 2.672
O 0.758 -3.108 4.101
N -4.037 -1.323 1.796
O -4.140 -1.623 0.534
O -4.584 -2.153 2.682
O -3.073 -0.650 2.165
C 3.579 4.743 0.976
C 2.794 4.355 -0.320
C 3.710 4.183 -1.661
O 2.221 2.996 -0.108
H 4.409 3.994 1.178
H 3.133 4.747 1.991
H 4.092 5.653 1.086
H 1.909 4.858 -0.403
H 4.221 3.173 -1.783
H 4.382 5.015 -1.854
H 3.076 3.936 -2.571
H 1.727 2.795 -0.732
C 2.632 1.714 4.284
C 1.666 0.948 5.218
C 0.729 1.945 5.870
O 0.852 0.280 4.302
H 2.345 2.221 3.382
H 3.399 0.999 3.987
H 3.184 2.419 4.897
H 1.868 0.008 5.821
H 1.331 2.734 6.434
H -0.033 1.689 6.597
H 0.012 2.365 5.093
H 1.551 -0.304 3.870
C 4.178 -4.363 0.486
C 2.860 -4.195 -0.018
C 1.686 -4.930 0.620
O 2.422 -2.765 0.136
H 4.698 -5.290 0.237
H 4.178 -4.751 1.567
H 4.985 -3.640 0.357
H 2.814 -4.726 -1.010
H 0.828 -4.845 -0.014
H 1.565 -4.633 1.815
H 1.654 -5.986 0.456
H 2.543 -2.496 1.022
C -2.924 -7.742 -0.929
C -2.255 -7.013 0.208
C -1.065 -7.684 0.733
O -1.988 -5.740 -0.330
H -3.329 -8.608 -0.519
H -2.193 -8.018 -1.725
H -3.622 -7.225 -1.721
H -3.025 -7.026 0.998
H -1.185 -8.664 0.849
H -0.661 -7.307 1.530
H -0.387 -7.535 -0.215
H -2.831 -5.401 -0.774
C -3.969 -3.649 -3.470
C -4.734 -3.595 -2.196
C -6.086 -4.336 -2.190
O -3.843 -3.806 -1.095
H -3.285 -4.668 -3.475
H -3.279 -2.603 -3.462
H -4.721 -3.678 -4.365
H -5.213 -2.606 -2.175
H -6.591 -4.060 -3.180
H -6.807 -4.161 -1.365
H -6.274 -5.415 -2.155
H -4.094 -3.292 -0.527
C -4.443 2.491 -1.418
C -3.559 1.190 -1.632
C -2.916 1.003 -2.944
O -2.339 -0.028 -3.102
C -3.007 2.115 -3.925
C -3.890 3.289 -3.694
C -4.604 3.402 -2.446
O -5.261 4.370 -2.259
H -5.128 2.337 -0.499
H -3.373 0.382 -0.898
H -2.625 1.882 -4.942
H -4.228 4.184 -4.448
C 1.304 1.292 -5.306
C 0.993 1.351 -3.706
C 0.363 2.577 -3.180
O -0.025 2.720 -2.062
C 0.004 3.629 -4.094
C 0.228 3.522 -5.541
C 0.750 2.269 -6.188
O 0.922 2.198 -7.390
H 2.000 0.566 -5.492
H 1.472 0.625 -3.120
H -0.627 4.462 -3.659
H -0.151 4.364 -6.258
C 5.541 1.358 1.992
C 4.526 1.130 0.893
C 5.039 0.922 -0.516
O 4.174 0.746 -1.451
C 6.457 0.599 -0.737
C 7.340 0.767 0.451
C 6.913 1.234 1.821
O 7.782 1.240 2.671
H 4.991 1.847 2.894
H 3.413 1.157 1.118
H 6.743 0.158 -1.535
H 8.595 0.929 0.179
C -0.307 6.258 2.728
C -0.719 4.812 2.454
C -2.077 4.657 1.839
O -2.617 3.645 1.759
C -2.867 5.843 1.609
C -2.374 7.290 1.840
C -1.208 7.455 2.736
O -0.818 8.473 3.237
H 0.587 6.478 2.983
H -0.043 4.037 2.409
H -3.795 5.600 1.138
H -3.146 8.057 1.799
```

Computed properties:
* gap between HOMO and LUMO: 5.165 eV
* energy: -3306.7277 Eh
* LUMO: -1.0 eV
* HOMO energy: -6.1 eV
* charge: -1

Here are the Löwdin charges for atoms 1 to 2, given in e: C 0.055; C -0.296

***

# 2
ORCA calculation (ωB97M-V/def2-TZVPD) on a 7-piece molecular cluster, C42H65F4O12P3 overall.

XYZ file:
```
126
Properties=species:S:1:pos:R:3
F -0.855 5.223 -5.662
C -0.233 4.307 -4.877
C -0.694 2.964 -5.061
C -0.274 1.954 -4.243
C 0.703 2.286 -3.289
C 1.220 3.593 -3.177
C 0.736 4.628 -3.988
H -1.405 2.705 -5.846
H -0.539 0.925 -4.316
H 1.004 1.447 -2.635
H 1.992 3.792 -2.431
H 1.126 5.657 -3.985
F 0.231 0.650 -0.052
C 0.609 -0.609 0.017
C 0.066 -1.577 -0.789
C 0.352 -2.921 -0.631
C 1.238 -3.340 0.372
C 1.865 -2.363 1.145
C 1.495 -1.025 1.028
H -0.581 -1.244 -1.605
H -0.128 -3.705 -1.244
H 1.570 -4.348 0.424
H 2.591 -2.594 1.896
H 2.052 -0.384 1.726
F -0.121 -2.903 -3.825
C -0.615 -2.078 -4.830
C 0.262 -1.683 -5.843
C -0.309 -0.900 -6.848
C -1.625 -0.496 -6.768
C -2.450 -0.774 -5.664
C -1.918 -1.584 -4.707
H 1.279 -2.068 -6.012
H 0.264 -0.645 -7.732
H -2.010 0.072 -7.643
H -3.433 -0.381 -5.479
H -2.510 -1.735 -3.782
F 3.087 -8.686 -0.077
C 2.256 -7.872 -0.739
C 0.931 -7.799 -0.368
C 0.031 -7.008 -1.060
C 0.476 -6.157 -2.054
C 1.889 -6.154 -2.395
C 2.744 -7.019 -1.691
H 0.588 -8.423 0.467
H -0.994 -7.168 -0.694
H -0.173 -5.482 -2.541
H 2.314 -5.691 -3.278
H 3.782 -7.193 -2.014
C -5.480 2.924 -6.360
C -4.573 3.438 -5.236
O -3.873 2.336 -4.584
P -4.288 1.759 -3.216
O -3.539 0.560 -2.906
O -4.203 2.954 -2.152
C -2.950 3.251 -1.433
C -2.292 4.449 -1.987
O -5.881 1.653 -3.290
C -6.675 1.627 -2.059
C -6.074 0.769 -1.049
H -5.914 3.752 -7.001
H -4.935 2.210 -7.012
H -6.397 2.416 -6.016
H -3.798 3.931 -5.859
H -5.117 4.082 -4.525
H -3.320 3.306 -0.411
H -2.317 2.373 -1.444
H -1.177 4.483 -1.865
H -2.481 4.503 -3.051
H -2.755 5.309 -1.548
H -6.824 2.602 -1.652
H -7.650 1.297 -2.379
H -5.957 -0.276 -1.457
H -5.104 1.125 -0.689
H -6.826 0.750 -0.211
C -2.127 1.466 7.681
C -1.664 1.582 6.222
O -1.124 0.276 5.915
P -0.219 0.164 4.622
O 1.009 0.876 4.860
O -0.099 -1.430 4.342
C 1.222 -2.012 4.340
C 1.401 -2.803 5.562
O -1.004 0.693 3.263
C -2.248 0.073 2.837
C -2.642 0.712 1.515
H -2.820 2.281 7.883
H -2.801 0.592 7.812
H -1.383 1.466 8.464
H -2.509 1.852 5.608
H -0.838 2.275 6.185
H 1.261 -2.657 3.489
H 1.953 -1.255 4.192
H 1.792 -2.277 6.461
H 0.455 -3.294 5.870
H 2.084 -3.579 5.307
H -2.172 -0.974 2.787
H -2.905 0.294 3.605
H -2.723 1.774 1.807
H -2.017 0.552 0.666
H -3.632 0.426 1.197
C 5.808 -2.789 5.021
C 5.892 -2.123 3.647
O 6.232 -0.711 3.713
P 5.284 0.422 3.214
O 3.960 -0.148 2.873
O 5.257 1.512 4.362
C 4.025 1.796 5.092
C 3.295 2.938 4.456
O 6.175 1.166 2.139
C 5.704 2.497 1.729
C 4.356 2.478 0.959
H 4.960 -2.491 5.674
H 5.731 -3.894 4.797
H 6.653 -2.600 5.695
H 6.697 -2.552 3.039
H 4.937 -2.228 3.148
H 3.370 0.883 5.114
H 4.292 1.898 6.156
H 2.337 3.041 5.035
H 3.924 3.848 4.508
H 3.079 2.694 3.412
H 5.606 3.163 2.603
H 6.519 2.826 1.044
H 3.661 1.809 1.486
H 3.951 3.499 0.854
H 4.556 2.214 -0.071
```

Computed properties:
* gap between HOMO and LUMO: 9.365 eV
* energy: -3966.0340 Eh
* LUMO: 0.7 eV
* HOMO energy: -8.7 eV
* charge: 0

Here are the Löwdin charges for atoms 1 to 2, given in e: F 0.041; C -0.286

***

# 3
ORCA calculation (ωB97M-V/def2-TZVPD) on a 12-piece molecular cluster, C42H69N3O12 overall.

XYZ file:
```
126
Properties=species:S:1:pos:R:3
O -1.693 0.493 -2.629
C -1.966 1.226 -3.536
O -1.378 2.443 -3.725
C -2.090 3.160 -4.721
C -2.739 2.120 -5.603
C -2.966 0.987 -4.639
H -1.414 3.757 -5.340
H -2.799 3.873 -4.289
H -2.132 1.883 -6.478
H -3.659 2.514 -6.042
H -2.884 -0.015 -5.058
H -3.934 1.003 -4.125
O 1.100 -3.924 4.510
C 1.861 -3.095 4.099
O 3.107 -3.427 3.701
C 3.777 -2.293 3.154
C 2.666 -1.331 2.758
C 1.553 -1.652 3.744
H 4.439 -2.417 2.302
H 4.385 -1.875 3.967
H 2.378 -1.593 1.738
H 2.928 -0.276 2.815
H 0.539 -1.453 3.418
H 1.692 -1.109 4.688
O -5.721 4.935 1.958
C -5.326 3.816 1.966
O -5.734 2.930 1.006
C -5.032 1.692 1.119
C -3.870 1.945 2.082
C -4.361 3.124 2.900
H -4.710 1.358 0.131
H -5.669 0.879 1.477
H -2.975 2.186 1.512
H -3.756 1.048 2.689
H -3.592 3.835 3.201
H -4.856 2.832 3.827
N -3.202 -4.818 -1.179
C -2.375 -3.754 -1.016
C -2.466 -2.903 -2.073
C -3.483 -3.463 -2.898
C -3.934 -4.627 -2.332
H -3.240 -5.625 -0.589
H -1.711 -3.663 -0.167
H -1.902 -2.004 -2.245
H -3.829 -3.042 -3.832
H -4.723 -5.288 -2.644
N -2.332 3.145 -0.825
C -2.783 4.318 -0.291
C -1.743 4.897 0.380
C -0.581 4.124 0.150
C -1.002 3.010 -0.547
H -2.790 2.464 -1.400
H -3.808 4.607 -0.461
H -1.769 5.812 0.953
H 0.398 4.305 0.560
H -0.473 2.153 -0.926
N 4.846 -0.847 -0.130
C 4.162 0.335 -0.200
C 4.694 1.214 0.703
C 5.700 0.511 1.412
C 5.768 -0.756 0.879
H 4.687 -1.671 -0.692
H 3.416 0.487 -0.959
H 4.430 2.246 0.870
H 6.389 0.916 2.136
H 6.379 -1.607 1.130
C 3.948 -5.007 0.873
C 3.311 -4.256 -0.261
O 3.936 -3.428 -0.906
C 1.887 -4.535 -0.622
H 3.201 -5.120 1.658
H 4.849 -4.514 1.233
H 4.309 -5.960 0.478
H 1.184 -4.154 0.120
H 1.731 -5.608 -0.763
H 1.687 -4.064 -1.583
C 0.972 -0.384 -6.047
C 1.102 -1.760 -5.444
O 1.127 -2.747 -6.141
C 1.315 -1.866 -3.948
H 0.995 -0.512 -7.127
H 1.604 0.381 -5.610
H -0.081 -0.144 -5.823
H 0.356 -2.000 -3.444
H 1.811 -0.990 -3.530
H 1.914 -2.751 -3.741
C 0.917 -0.532 -0.466
C 0.050 -1.152 0.589
O 0.066 -2.336 0.832
C -0.943 -0.238 1.243
H 1.421 0.353 -0.074
H 0.206 -0.105 -1.190
H 1.591 -1.184 -1.013
H -0.630 0.806 1.252
H -1.155 -0.506 2.281
H -1.902 -0.328 0.728
C 1.740 3.292 -2.722
C 2.672 2.834 -3.821
O 2.925 1.673 -4.044
C 3.340 3.940 -4.632
H 2.233 3.903 -1.964
H 1.396 2.383 -2.233
H 0.973 3.913 -3.183
H 2.607 4.707 -4.891
H 3.821 3.557 -5.528
H 4.111 4.408 -4.015
C -2.207 -3.123 3.920
C -2.857 -2.578 5.170
O -3.865 -3.073 5.619
C -2.204 -1.368 5.750
H -2.900 -3.413 3.128
H -1.685 -4.070 4.087
H -1.465 -2.402 3.581
H -2.416 -0.433 5.230
H -1.132 -1.427 5.926
H -2.680 -1.212 6.726
C -0.101 2.700 3.486
C 0.597 1.861 4.528
O 0.006 1.043 5.187
C 2.076 2.108 4.726
H 0.459 2.847 2.565
H -0.267 3.691 3.928
H -1.118 2.380 3.261
H 2.420 1.503 5.563
H 2.239 3.168 4.919
H 2.615 1.773 3.838
```

Computed properties:
* gap between HOMO and LUMO: 8.392 eV
* energy: -2708.9130 Eh
* LUMO: 0.1 eV
* HOMO energy: -8.3 eV
* charge: 0

Here are the Löwdin charges for atoms 1 to 2, given in e: O 0.101; C -0.477